Density functional theory data (ωB97M-V/def2-TZVPD) for the molecule C20H18N4O2 in a non-equilibrium geometry.

## Properties
Energy relative to the best compared isomer or geometry (same formula, charge and spin), kcal per mole: 130.9
E_tot, eV: -31084.023
SMILES: CCN(CC)c1cc2oc(=O)ccc2cc1-c1ccc(C#N)n1CC#N
Orbital gap, Ha: 0.286

Each line ends with the Mulliken charge.
Atoms and positions in Å:
N1 4.69216 -3.56195 -0.61580  -0.538
N2 4.24466 1.49559 -0.95607  -0.535
O1 -4.57713 4.47085 -0.72626  -0.659
C1 3.83425 -2.87798 -0.98948  -0.045
C2 3.50428 0.71174 -0.49211  0.271
O2 -3.26010 2.81162 -0.22405  -0.318
C3 -3.75850 3.62247 -1.10008  0.345
C4 -3.54832 3.30042 -2.44897  -0.337
C5 1.94715 -2.53090 -2.46533  -0.811
C6 0.85654 -1.63395 -2.48836  -0.791
C7 -2.65236 2.34264 -2.89934  -0.743
C8 2.72654 -2.14795 -1.45421  0.325
C9 0.91150 -0.73666 -1.42194  -0.268
C10 -0.86681 0.79821 -2.00464  -0.931
C11 -1.53843 1.24821 0.54367  -1.074
C12 -2.21880 2.00388 -0.50327  -0.480
C13 -1.90994 1.66732 -1.85076  0.966
C14 -0.26247 0.02975 -0.97956  1.364
C15 -0.59578 0.21192 0.40743  0.198
N3 2.08117 -1.14319 -0.80883  0.471
N4 -0.15295 -0.50989 1.47860  0.516
C16 2.66684 -0.22567 0.17457  0.250
C17 0.83217 1.39926 2.87493  -1.087
C18 -0.81138 -2.74003 2.47153  -1.448
C19 -0.06475 0.12134 2.87961  -0.515
C20 -0.18388 -1.98926 1.32625  -0.273
H1 -3.93925 3.96414 -3.20372  0.388
H2 2.09784 -3.45361 -3.00624  0.464
H3 0.05861 -1.85449 -3.18330  0.447
H4 -2.46586 2.22109 -3.95795  0.424
H5 -0.48498 0.67359 -3.02894  0.468
H6 -1.87536 1.34668 1.54837  0.587
H7 1.90482 0.25894 0.69999  -0.529
H8 3.16633 -0.79141 0.85482  0.606
H9 0.77356 2.10282 1.96156  0.217
H10 0.52420 1.97890 3.74757  0.380
H11 1.83979 1.01533 3.02141  0.353
H12 -1.00693 -3.73294 2.16593  0.477
H13 -0.13362 -2.67916 3.33478  0.354
H14 -1.85333 -2.37318 2.71185  0.293
H15 0.47173 -0.60484 3.52227  0.360
H16 -1.03654 0.40580 3.37934  0.381
H17 -0.79125 -2.21475 0.52335  0.413
H18 0.85456 -2.40067 1.18141  0.062

Forces on the atoms, in the same order (eV/Å):
N -0.682 0.711 -0.340
N -2.098 -2.109 1.077
O 1.639 -0.959 -0.474
C 1.308 -0.593 0.970
C 3.308 3.315 -1.385
O 1.935 -1.451 3.228
C -4.147 2.664 -0.018
C 2.391 -1.071 -3.839
C -1.075 -0.169 -1.405
C -0.713 -0.886 -0.930
C -0.957 1.744 2.023
C 0.322 -0.045 0.841
C 0.143 -3.675 -1.962
C 1.114 -1.653 -0.343
C -1.392 0.900 -0.440
C 1.725 -3.101 0.141
C -0.731 0.990 1.219
C 1.574 1.318 0.209
C -1.813 2.068 -2.523
N -0.552 2.978 2.472
N 0.396 -0.360 1.833
C -0.885 -0.835 -2.361
C -0.514 0.042 -0.819
C -0.839 1.545 1.103
C -0.046 0.332 -1.179
C 1.819 0.518 1.579
H -0.577 0.018 0.194
H -0.092 0.319 -0.340
H -0.329 0.593 0.212
H 0.025 -0.248 0.079
H -0.074 -0.163 0.566
H -0.519 0.667 0.589
H -1.282 0.761 0.618
H 1.911 -1.491 2.083
H -0.052 -1.376 1.326
H 0.331 0.107 -0.059
H 0.279 0.594 -0.139
H 0.349 -1.301 -0.185
H -0.654 -0.403 0.030
H 1.220 0.079 0.004
H -0.644 0.279 -0.432
H 0.616 -0.781 -0.847
H -0.835 -0.241 -2.246
H -0.903 0.371 -0.129

=====

Density functional theory data (ωB97M-V/def2-TZVPD) for the molecule C20H18N4O3 in a non-equilibrium geometry.

## Properties
Energy relative to the best compared isomer or geometry (same formula, charge and spin), kcal per mole: 0.4
E_tot, eV: -33136.656
SMILES: COc1cccc(Cn2c(=O)c3[nH]cnc3n(-c3ccccc3C)c2=O)c1
Orbital gap, Ha: 0.334

Each line ends with the Mulliken charge.
Atoms and positions in Å:
C1 0.43601 6.74675 -0.43529  -0.796
H1 0.82491 6.62203 0.58049  0.324
O1 1.12716 5.93831 -1.35589  -0.446
C2 1.10087 4.58781 -1.18614  0.790
C3 0.42791 3.92930 -0.16683  -0.141
C4 0.46506 2.54147 -0.07796  0.464
C5 1.17955 1.81361 -1.01240  -0.442
C6 1.85110 2.46991 -2.03339  -0.727
C7 1.81654 3.84308 -2.12633  -0.642
H2 2.33386 4.36831 -2.91305  0.438
H3 2.40630 1.89807 -2.76196  0.405
H4 1.22135 0.73651 -0.95536  0.259
C8 -0.29909 1.89077 1.04954  -2.010
N1 -0.05509 0.46114 1.15688  -0.054
C9 -0.89333 -0.35437 0.40152  0.762
O2 -1.82085 0.10447 -0.22547  -0.612
N2 -0.62144 -1.70941 0.40992  0.542
C10 0.38310 -2.18987 1.19398  1.526
C11 1.17605 -1.34699 1.95672  -0.395
N3 2.07299 -2.17473 2.58745  -0.038
C12 1.78185 -3.42730 2.18330  -0.477
N4 0.77452 -3.47716 1.34586  -0.674
H5 2.31891 -4.29345 2.51360  0.476
H6 2.79564 -1.86968 3.21879  0.203
C13 1.00591 0.07529 1.97860  0.359
O3 1.66080 0.87631 2.61477  -0.704
C14 -1.44188 -2.60850 -0.33996  -0.124
C15 -2.19258 -3.54458 0.35403  -0.218
C16 -2.99237 -4.43601 -0.33553  -0.893
C17 -3.04024 -4.38292 -1.71788  -0.580
C18 -2.27997 -3.45275 -2.40228  -0.957
C19 -1.46001 -2.55263 -1.73249  1.208
C20 -0.62660 -1.56615 -2.48693  -1.470
H7 0.39201 -1.54630 -2.10053  0.242
H8 -1.04853 -0.56681 -2.37989  0.321
H9 -0.59589 -1.81914 -3.54339  0.449
H10 -2.31436 -3.42348 -3.48166  0.384
H11 -3.66705 -5.07151 -2.26466  0.391
H12 -3.57803 -5.16404 0.20454  0.388
H13 -2.14247 -3.56831 1.43180  0.438
H14 -1.37212 2.03433 0.89318  0.477
H15 -0.00099 2.34072 2.00049  0.523
H16 -0.13409 4.47705 0.57359  0.478
H17 0.60328 7.77237 -0.76069  0.235
H18 -0.63841 6.53634 -0.44216  0.317

Forces on the atoms, in the same order (eV/Å):
C -0.106 0.117 0.140
H -0.026 -0.005 -0.033
O 0.145 -0.230 -0.181
C 0.023 -0.148 -0.041
C -0.017 0.226 -0.017
C 0.124 -0.100 -0.127
C -0.121 -0.069 0.177
C 0.008 0.123 -0.025
C -0.025 0.157 0.018
H 0.067 0.067 -0.097
H 0.055 -0.033 -0.073
H -0.001 -0.106 0.012
C -0.198 0.254 0.131
N -0.043 0.352 0.034
C -0.246 -0.075 -0.007
O -0.093 0.071 -0.111
N -0.202 -0.089 -0.256
C 1.227 0.517 0.993
C -0.601 -0.351 -0.521
N 0.064 0.117 0.056
C 0.132 0.132 0.126
N -0.420 -0.206 -0.385
H 0.192 -0.121 0.142
H -0.020 -0.081 -0.027
C 0.168 -0.329 0.168
O 0.105 -0.002 0.029
C -0.339 -0.233 -0.222
C 0.021 0.116 -0.059
C -0.025 -0.030 0.038
C -0.033 -0.041 0.001
C 0.008 0.018 0.039
C 0.065 -0.026 0.113
C -0.073 0.091 0.004
H 0.098 0.040 -0.023
H 0.055 0.056 -0.035
H 0.048 -0.027 -0.054
H 0.013 0.015 -0.104
H -0.051 -0.060 -0.047
H -0.047 -0.062 0.050
H 0.006 0.001 0.103
H 0.197 -0.034 0.072
H -0.078 -0.076 -0.163
H -0.054 0.123 0.081
H -0.044 -0.057 0.065
H 0.041 -0.002 0.013

=====

Density functional theory data (ωB97M-V/def2-TZVPD) for the molecule C20H18N4O3S in a non-equilibrium geometry.

## Properties
Energy relative to the best compared isomer or geometry (same formula, charge and spin), kcal per mole: 7.4
E_tot, eV: -43970.950
SMILES: CCc1ccc(NC(=O)[C@H](C)Sc2nc(-c3ccco3)c(C#N)c(=O)[nH]2)cc1
Orbital gap, Ha: 0.283

Each line ends with the Mulliken charge.
Atoms and positions in Å:
C1 -4.27720 0.15203 -0.28567  -0.763
H1 -3.83419 1.10699 -0.01205  0.173
H2 -5.35936 0.25758 -0.27935  0.420
H3 -3.99521 -0.58633 0.46156  0.169
C2 -3.79605 -0.28511 -1.67047  -1.178
C3 -2.30273 -0.43337 -1.69650  0.749
C4 -1.69483 -1.58314 -1.20748  -0.372
C5 -0.31994 -1.72391 -1.19388  -0.612
C6 0.48025 -0.69265 -1.66886  0.181
C7 -0.11656 0.45845 -2.17343  -0.261
C8 -1.49190 0.58404 -2.18286  -0.818
H4 -1.93911 1.48928 -2.56631  0.351
H5 0.50058 1.26356 -2.55197  0.352
N1 1.88570 -0.73429 -1.59849  -0.151
C9 2.58480 -1.33230 -0.59307  0.002
O1 2.22753 -2.31174 0.01053  -0.610
C10 3.96929 -0.71741 -0.31391  0.429
C11 4.44207 -1.08908 1.08019  -1.349
H6 3.74355 -0.69889 1.81643  0.292
H7 4.46217 -2.17197 1.17150  0.326
H8 5.43637 -0.69184 1.26921  0.391
H9 4.67480 -1.07738 -1.07074  0.460
S1 4.01231 1.10370 -0.54382  -0.317
C12 2.48928 1.58897 0.16723  0.173
N2 1.77806 0.71177 0.78574  -0.278
C13 0.50321 1.02212 1.13873  0.289
C14 -0.03559 2.27057 0.85878  0.923
C15 -1.38379 2.59176 1.08188  -0.380
N3 -2.48920 2.86398 1.22942  -0.630
C16 0.78849 3.30917 0.26744  0.272
O2 0.48338 4.45021 0.02089  -0.661
N4 2.08909 2.85837 -0.04936  -0.065
H10 2.69898 3.52844 -0.50415  0.249
C17 -0.20977 -0.06428 1.75105  0.346
C18 -1.51628 -0.22386 2.17206  -0.240
C19 -1.61595 -1.54694 2.63234  -0.861
C20 -0.37279 -2.09678 2.46766  -0.578
O3 0.46997 -1.21561 1.94842  -0.248
H11 0.00978 -3.07598 2.68019  0.551
H12 -2.48604 -2.02528 3.03254  0.499
H13 -2.29258 0.51103 2.15312  0.712
H14 2.33856 0.04385 -2.06350  0.338
H15 0.13740 -2.61688 -0.80291  0.552
H16 -2.30890 -2.38868 -0.83143  0.424
H17 -4.26258 -1.23885 -1.92801  0.370
H18 -4.10507 0.45671 -2.40869  0.378

Forces on the atoms, in the same order (eV/Å):
C -0.065 0.021 -0.235
H -0.003 0.047 0.069
H -0.126 0.020 0.086
H 0.020 -0.075 0.121
C -0.038 0.021 0.233
C -0.082 -0.033 -0.121
C 0.001 0.169 -0.098
C 0.068 -0.146 0.041
C -0.183 -0.047 0.033
C 0.125 -0.093 0.010
C -0.002 -0.082 0.014
H -0.069 0.103 -0.056
H 0.078 0.094 -0.016
N -0.010 0.049 -0.638
C 0.414 0.050 -0.306
O -0.022 -0.205 0.110
C -0.087 0.290 0.329
C 0.026 -0.145 -0.018
H -0.001 -0.004 0.042
H 0.017 -0.054 0.041
H 0.043 0.024 -0.008
H -0.078 0.072 0.005
S 0.365 0.094 -0.225
C -0.091 -0.176 0.115
N 0.284 -0.020 0.182
C -0.051 0.516 -0.229
C 0.729 -0.393 0.033
C -0.370 0.229 0.045
N -0.306 0.059 0.108
C 0.213 -0.126 0.011
O -0.155 0.138 -0.025
N 0.106 0.008 -0.023
H -0.158 -0.052 0.016
C -1.139 0.235 0.315
C 0.713 0.232 -0.219
C 0.426 -0.367 0.006
C -0.855 -0.122 0.243
O 0.527 0.110 -0.128
H 0.160 -0.093 -0.011
H -0.146 -0.155 0.089
H -0.140 0.172 -0.052
H -0.038 -0.182 0.231
H 0.021 -0.049 -0.005
H -0.080 -0.107 0.045
H -0.016 0.040 -0.100
H -0.026 -0.066 -0.062

=====

Density functional theory data (ωB97M-V/def2-TZVPD) for a structure of composition C20H18NO5PSTc in a non-equilibrium geometry.

## Properties
E_tot, eV: -55063.539
Net charge: +2
Expectation value of S²: 0.7669
2S+1: 2
Orbital gap (alpha / beta), Ha: 0.266 / 0.098

Each line ends with the Löwdin spin population.
Atoms and positions in Å:
Tc1 -0.18550 -0.07710 -0.12150  0.007
O1 0.25900 -0.68800 -2.06180  0.000
S1 0.96350 -1.73430 -1.27570  0.000
O2 1.69350 -2.75070 -1.88850  0.000
O3 -0.15500 -2.07120 -0.28380  0.000
O4 1.67820 -0.78870 -0.26520  0.000
O5 -0.89750 1.67100 -0.54680  0.000
P1 -1.63550 2.87610 -1.16290  0.004
C1 -1.79960 2.66560 -2.95090  0.004
C2 -3.04400 2.44490 -3.52820  0.011
C3 -3.13320 2.30350 -4.90410  0.003
C4 -1.98210 2.34310 -5.68070  0.003
C5 -0.74250 2.56470 -5.09640  0.007
C6 -0.63870 2.71390 -3.72300  0.001
C7 -0.65150 4.33320 -0.77110  0.033
C8 -0.79330 5.49190 -1.52830  0.011
C9 -0.03550 6.60150 -1.19890  0.004
C10 0.83690 6.54980 -0.11840  0.025
C11 0.98300 5.38320 0.62100  0.005
C12 0.22710 4.26860 0.30790  0.010
C13 -3.24650 2.94020 -0.33600  0.137
C14 -4.06400 4.04920 -0.53990  0.258
C15 -5.30250 4.09350 0.07610  0.028
C16 -5.70570 3.04750 0.89300  0.129
C17 -4.88450 1.94520 1.08970  0.267
C18 -3.63930 1.89050 0.48660  0.030
H1 -3.93280 2.40480 -2.91300  0.003
H2 -4.09710 2.14980 -5.36490  0.000
H3 -2.05300 2.19830 -6.74900  0.000
H4 0.14600 2.61440 -5.70880  0.000
H5 0.31940 2.88690 -3.25380  0.000
H6 -1.46560 5.51730 -2.37470  0.000
H7 -0.12170 7.50310 -1.78390  0.000
H8 1.39800 7.43010 0.15720  0.001
H9 1.67910 5.34840 1.44380  0.000
H10 0.31410 3.34450 0.86850  0.000
H11 -3.73790 4.86320 -1.17060  0.007
H12 -5.94610 4.94570 -0.07600  -0.002
H13 -6.66220 3.09650 1.39230  0.003
H14 -5.21650 1.12780 1.71140  0.010
H15 -2.97730 1.03620 0.63480  -0.002
C19 -0.00950 0.02170 4.35030  0.000
C20 -0.16560 0.12680 2.95820  0.001
N1 -0.30460 0.21020 1.81020  0.000
H16 -0.58360 0.78870 4.87600  0.000
H17 1.04680 0.12590 4.61650  0.000
H18 -0.34810 -0.96410 4.68470  0.000

Forces on the atoms, in the same order (eV/Å):
Tc 1.272 -0.807 -0.057
O -0.279 0.269 -1.779
S 0.636 0.399 0.143
O 0.204 -0.433 -0.145
O -1.590 -0.665 0.389
O 0.404 0.705 -0.002
O -0.818 0.813 -0.127
P 1.746 -0.834 -1.160
C -0.242 0.309 1.075
C -0.056 0.181 -0.162
C -0.042 -0.137 -0.004
C -0.195 0.025 0.072
C 0.174 -0.101 0.192
C -0.079 0.224 0.010
C -0.826 -0.610 -0.012
C 0.038 0.237 -0.047
C -0.085 -0.011 -0.055
C -0.058 0.028 -0.025
C -0.046 -0.146 0.079
C 0.048 -0.062 0.169
C 1.188 -2.030 0.346
C -0.756 0.928 -0.145
C -1.135 -0.216 0.610
C -0.909 2.047 -0.621
C 0.489 -1.066 0.436
C 1.360 0.359 -0.792
H -0.147 -0.081 -0.031
H -0.042 -0.044 -0.055
H -0.011 0.061 -0.050
H 0.036 -0.046 -0.012
H 0.129 -0.005 -0.036
H -0.010 0.036 -0.117
H -0.011 0.103 -0.045
H 0.102 0.040 -0.036
H 0.072 0.000 0.079
H 0.096 0.148 0.028
H 0.054 0.152 -0.041
H -0.085 0.064 0.036
H -0.094 0.005 0.012
H -0.099 -0.132 0.040
H -0.289 0.278 -0.026
C 0.345 -0.260 1.663
C -0.461 0.368 -2.690
N 0.049 -0.163 3.049
H 0.026 -0.045 -0.101
H -0.098 0.017 -0.022
H 0.000 0.098 -0.034